{"formula": "C55H46N5PS4SbZn", "method": "the ωB97M-V functional and the def2-TZVPD basis", "mol_weight_g_mol": 1123.4, "de_lowest_kj_mol": 0.0, "charge": 1, "orbital_gap_ev": 7.81, "homo_ev": -9.860, "symbols": ["Zn", "N", "P", "C", "C", "C", "C", "C", "C", "C", "C", "C", "C", "C", "C", "C", "C", "C", "C", "C", "N", "H", "H", "H", "H", "H", "H", "H", "H", "H", "H", "H", "H", "H", "H", "H", "S", "C", "S", "C", "N", "N", "C", "C", "C", "C", "C", "C", "S", "H", "H", "H", "H", "H", "N", "S", "C", "C", "C", "C", "C", "C", "C", "C", "C", "C", "C", "C", "H", "H", "H", "H", "H", "H", "H", "H", "H", "H", "H", "C", "C", "C", "C", "C", "C", "Sb", "C", "C", "C", "C", "C", "C", "C", "C", "C", "C", "C", "C", "H", "H", "H", "H", "H", "H", "H", "H", "H", "H", "H", "H", "H", "H", "H"], "coordinates": [[0.633, -0.123, -1.143], [-1.756, 0.106, -3.344], [-1.153, 1.342, -2.334], [-2.712, 1.998, -1.648], [-3.751, 2.394, -2.491], [-4.963, 2.801, -1.957], [-5.147, 2.821, -0.578], [-4.112, 2.448, 0.266], [-2.896, 2.045, -0.270], [-0.632, 2.632, -3.503], [-1.094, 2.730, -4.813], [-0.699, 3.796, -5.610], [0.175, 4.756, -5.117], [0.670, 4.644, -3.825], [0.265, 3.586, -3.024], [-1.318, -1.207, -3.368], [-1.889, -2.116, -4.265], [-1.454, -3.421, -4.253], [-0.454, -3.800, -3.360], [0.076, -2.839, -2.535], [-0.349, -1.561, -2.525], [-2.530, 0.305, -3.955], [-3.616, 2.408, -3.568], [-5.764, 3.111, -2.616], [-6.097, 3.136, -0.165], [-4.242, 2.473, 1.341], [-2.081, 1.777, 0.394], [-1.743, 1.974, -5.238], [-1.073, 3.873, -6.624], [0.480, 5.583, -5.746], [1.372, 5.375, -3.442], [0.657, 3.496, -2.018], [-2.648, -1.780, -4.961], [-1.879, -4.138, -4.944], [-0.084, -4.815, -3.325], [0.890, -3.075, -1.862], [1.818, -4.147, 3.217], [2.330, -3.516, 1.781], [2.623, -1.824, 1.475], [2.728, -2.131, -0.258], [2.683, -3.386, -0.538], [2.512, -4.155, 0.593], [2.548, -5.581, 0.434], [3.452, -6.331, 1.166], [3.496, -7.704, 0.980], [2.644, -8.315, 0.067], [1.744, -7.550, -0.661], [1.693, -6.176, -0.478], [2.832, -0.866, -1.455], [4.110, -5.845, 1.874], [4.199, -8.300, 1.548], [2.689, -9.387, -0.079], [1.078, -8.025, -1.371], [1.000, -5.561, -1.039], [-0.386, -0.694, 0.502], [-1.912, -1.144, 0.332], [-1.937, -2.925, 0.186], [-2.853, -3.474, -0.701], [-2.894, -4.855, -0.853], [-2.016, -5.655, -0.132], [-1.089, -5.085, 0.737], [-1.046, -3.711, 0.902], [-2.662, -0.945, 1.948], [-3.767, -1.707, 2.308], [-4.366, -1.476, 3.536], [-3.871, -0.491, 4.384], [-2.774, 0.270, 4.004], [-2.167, 0.051, 2.775], [0.042, -1.159, 1.299], [-3.522, -2.827, -1.261], [-3.608, -5.302, -1.535], [-2.055, -6.732, -0.245], [-0.402, -5.709, 1.297], [-0.328, -3.270, 1.591], [-4.146, -2.480, 1.651], [-5.222, -2.068, 3.832], [-4.342, -0.319, 5.343], [-2.389, 1.041, 4.660], [-1.320, 0.650, 2.463], [4.396, 6.247, -0.094], [3.918, 5.899, 1.166], [3.143, 4.760, 1.325], [2.838, 3.959, 0.223], [3.319, 4.311, -1.034], [4.098, 5.455, -1.192], [1.627, 2.217, 0.546], [2.907, 1.428, 2.065], [4.241, 1.274, 1.689], [5.153, 0.691, 2.559], [4.741, 0.267, 3.816], [3.412, 0.405, 4.192], [2.494, 0.965, 3.312], [0.157, 3.371, 1.619], [-0.079, 3.325, 2.992], [-1.061, 4.126, 3.568], [-1.806, 4.994, 2.782], [-1.562, 5.066, 1.416], [-0.592, 4.256, 0.842], [5.006, 7.133, -0.215], [4.151, 6.515, 2.026], [2.775, 4.493, 2.311], [3.103, 3.691, -1.897], [4.475, 5.722, -2.172], [4.574, 1.605, 0.710], [6.181, 0.558, 2.247], [5.452, -0.180, 4.500], [3.086, 0.059, 5.165], [1.451, 0.995, 3.601], [0.517, 2.691, 3.635], [-1.237, 4.078, 4.637], [-2.567, 5.620, 3.233], [-2.128, 5.751, 0.796], [-0.412, 4.332, -0.226]], "forces_ev_per_a": [[-0.082, -0.205, -0.005], [0.124, 0.015, 0.060], [-0.116, -0.200, -0.341], [0.177, -0.022, 0.153], [-0.033, 0.057, -0.011], [0.007, 0.004, -0.034], [0.024, -0.010, 0.011], [-0.013, 0.029, -0.004], [0.079, -0.070, 0.045], [0.174, 0.006, 0.110], [0.012, 0.035, -0.046], [0.006, -0.008, -0.029], [-0.019, -0.026, -0.010], [-0.001, 0.027, -0.010], [-0.087, -0.015, -0.026], [0.067, 0.028, 0.059], [-0.095, -0.003, -0.055], [0.015, 0.019, 0.017], [-0.022, -0.064, -0.070], [0.080, 0.053, 0.039], [-0.094, 0.066, -0.133], [-0.133, -0.014, -0.050], [0.004, 0.005, 0.031], [0.028, -0.020, 0.029], [0.037, -0.006, -0.016], [0.015, 0.010, -0.030], [0.006, -0.008, -0.018], [-0.012, 0.022, 0.041], [0.034, -0.013, 0.039], [-0.005, -0.035, 0.024], [-0.037, -0.034, 0.011], [0.025, 0.026, 0.002], [0.009, -0.026, 0.039], [0.002, 0.018, 0.033], [0.021, 0.053, -0.006], [-0.033, 0.026, -0.004], [0.136, -0.024, 0.081], [0.028, 0.008, -0.440], [-0.047, 0.021, -0.146], [-0.056, -0.177, 0.430], [-0.017, -0.167, -0.023], [0.119, 0.083, 0.205], [-0.082, 0.116, -0.085], [0.038, 0.001, 0.054], [-0.038, -0.039, -0.014], [0.037, -0.004, 0.040], [-0.015, 0.023, 0.004], [0.008, -0.015, -0.128], [-0.118, 0.211, 0.072], [-0.027, -0.001, -0.018], [-0.022, 0.035, -0.024], [-0.013, 0.037, 0.012], [0.027, 0.016, -0.004], [0.064, -0.040, 0.010], [-0.143, 0.246, 0.078], [0.102, -0.437, 0.060], [-0.211, 0.003, -0.186], [0.011, 0.030, 0.058], [0.027, 0.016, 0.024], [-0.064, 0.038, -0.047], [-0.044, -0.030, 0.113], [0.003, 0.106, 0.045], [-0.017, 0.117, -0.031], [0.042, -0.010, -0.026], [-0.030, 0.022, 0.005], [0.009, -0.004, -0.001], [-0.020, 0.017, -0.004], [0.000, 0.007, -0.002], [0.213, 0.104, -0.044], [0.042, -0.071, 0.011], [0.033, 0.013, 0.033], [0.029, 0.039, -0.006], [-0.051, 0.056, -0.012], [-0.100, -0.116, -0.031], [0.017, 0.021, 0.035], [0.036, 0.014, -0.002], [0.013, -0.010, -0.028], [-0.013, -0.027, -0.026], [0.014, -0.005, 0.018], [-0.022, -0.009, 0.051], [-0.025, -0.052, -0.007], [0.038, 0.042, -0.130], [-0.018, -0.106, -0.077], [0.000, -0.043, 0.062], [-0.013, -0.019, -0.024], [0.127, 0.528, 0.291], [-0.187, -0.042, -0.054], [-0.004, 0.009, 0.065], [-0.032, -0.031, 0.004], [0.012, 0.013, -0.027], [-0.007, -0.022, -0.005], [0.056, -0.045, -0.049], [0.043, -0.160, 0.103], [-0.064, 0.047, -0.050], [-0.003, -0.009, -0.032], [-0.009, -0.008, 0.002], [-0.004, -0.024, -0.022], [-0.009, -0.027, 0.042], [-0.024, -0.020, -0.002], [0.003, -0.014, -0.038], [0.017, 0.024, -0.017], [0.019, 0.005, 0.000], [-0.008, -0.020, 0.032], [0.019, -0.005, 0.041], [-0.007, 0.035, 0.031], [-0.021, 0.012, -0.037], [-0.003, -0.007, -0.040], [0.018, 0.008, 0.006], [-0.048, 0.022, -0.017], [0.035, 0.016, -0.043], [0.045, -0.027, -0.025], [0.024, -0.027, 0.032], [-0.037, 0.016, 0.025]]}

=====

{"formula": "C25H32AsPPd", "method": "the ωB97M-V functional and the def2-TZVPD basis", "mol_weight_g_mol": 544.8, "de_lowest_kj_mol": 89.1, "charge": 2, "orbital_gap_ev": [6.02, 6.03], "homo_ev": [-13.959, -13.960], "symbols": ["Pd", "C", "C", "C", "C", "C", "C", "P", "C", "C", "C", "C", "C", "C", "C", "C", "C", "C", "C", "C", "H", "H", "H", "H", "H", "H", "H", "H", "H", "H", "H", "H", "H", "H", "C", "C", "C", "C", "H", "H", "H", "H", "H", "H", "H", "H", "H", "C", "As", "C", "C", "H", "H", "H", "H", "H", "H", "H", "H", "H"], "coordinates": [[0.265, 0.327, -0.596], [4.062, -0.799, 0.625], [3.218, -1.765, 0.103], [1.861, -1.747, 0.415], [1.349, -0.751, 1.268], [2.214, 0.240, 1.775], [3.559, 0.203, 1.460], [-0.432, -0.599, 1.647], [-0.771, -1.071, 3.344], [-2.077, -0.934, 3.813], [-2.377, -1.304, 5.112], [-1.375, -1.787, 5.945], [-0.073, -1.908, 5.481], [0.237, -1.554, 4.177], [-1.242, -1.710, 0.440], [-1.951, -2.890, 0.584], [-2.465, -3.512, -0.553], [-2.250, -2.982, -1.815], [-1.526, -1.797, -1.979], [-1.055, -1.194, -0.840], [5.118, -0.821, 0.393], [3.610, -2.543, -0.539], [1.204, -2.515, 0.027], [1.822, 1.023, 2.414], [4.226, 0.954, 1.862], [-2.855, -0.543, 3.168], [-3.389, -1.209, 5.480], [-1.611, -2.068, 6.962], [0.703, -2.286, 6.132], [1.250, -1.663, 3.812], [-2.115, -3.313, 1.567], [-3.033, -4.426, -0.448], [-2.643, -3.490, -2.685], [-1.351, -1.390, -2.966], [1.899, 2.965, -2.375], [1.676, 1.632, -3.085], [2.730, 1.415, -4.190], [1.752, 0.493, -2.138], [1.774, 3.805, -3.058], [2.912, 3.018, -1.973], [1.205, 3.105, -1.538], [0.697, 1.611, -3.567], [3.731, 1.348, -3.762], [2.715, 2.260, -4.877], [2.533, 0.507, -4.758], [2.477, 0.565, -1.313], [1.698, -0.498, -2.583], [-1.539, 2.535, -2.899], [-1.562, 1.750, -1.134], [-1.476, 3.204, 0.137], [-3.329, 1.002, -0.991], [-2.424, 3.162, -3.013], [-1.562, 1.751, -3.654], [-0.648, 3.145, -3.016], [-2.352, 3.839, -0.003], [-0.577, 3.792, -0.042], [-1.469, 2.805, 1.148], [-4.037, 1.827, -1.055], [-3.438, 0.486, -0.039], [-3.495, 0.302, -1.806]], "forces_ev_per_a": [[0.193, 0.357, 0.435], [-0.057, -0.055, -0.043], [0.055, 0.049, -0.006], [-0.046, 0.128, -0.012], [-0.163, -0.490, 0.019], [0.145, 0.028, -0.076], [-0.074, 0.065, 0.027], [-0.264, 0.133, -0.247], [0.092, -0.062, -0.050], [-0.045, 0.036, 0.013], [-0.018, 0.003, 0.002], [-0.012, 0.004, -0.014], [0.033, -0.003, -0.004], [0.004, -0.043, 0.008], [0.483, 0.369, 0.086], [-0.077, -0.045, 0.008], [-0.027, -0.041, -0.026], [-0.056, -0.074, 0.160], [0.243, 0.347, -0.153], [0.078, -0.338, -0.123], [0.013, -0.001, -0.004], [0.005, -0.005, -0.004], [0.038, -0.043, 0.059], [0.021, -0.024, 0.047], [0.005, 0.007, 0.005], [-0.015, 0.003, 0.007], [-0.005, 0.001, -0.002], [-0.002, 0.000, 0.007], [0.005, 0.004, 0.001], [0.008, -0.014, 0.014], [0.026, 0.019, 0.021], [0.004, -0.007, 0.000], [0.008, 0.032, -0.035], [0.004, -0.024, -0.008], [-0.098, -0.005, -0.018], [0.176, 0.252, -0.004], [0.020, -0.033, 0.057], [-0.998, -0.613, 0.407], [-0.002, 0.006, 0.006], [0.016, -0.010, 0.009], [0.028, 0.013, -0.016], [0.065, -0.028, -0.073], [0.021, -0.001, -0.008], [-0.018, 0.016, -0.001], [0.008, -0.018, -0.004], [0.189, 0.021, -0.182], [0.171, -0.022, -0.023], [-0.096, 0.049, 0.095], [-0.089, 0.154, -0.461], [0.014, -0.001, -0.087], [0.039, -0.060, 0.143], [-0.016, -0.021, 0.079], [-0.003, -0.009, 0.027], [-0.035, 0.044, -0.028], [0.005, -0.028, -0.041], [-0.001, -0.008, 0.034], [0.011, -0.030, -0.013], [0.009, -0.003, 0.005], [-0.018, 0.011, -0.011], [-0.003, 0.006, -0.006]]}

=====

What is the formula in the second record? C25H32AsPPd

=====

Number 1 is which compound? C55H46N5PS4SbZn